This record from the Open Molecules 2025 dataset describes 8 unconnected molecules or ions with the total composition C32H88N8O8 at a distorted geometry. The level of theory is ωB97M-V/def2-TZVPD.

orbital gap: 9.21 eV
HOMO energy: -8.7 eV
spin multiplicity: 1
SMILES: COC[C@H](C)N.COC[C@H](C)N.COC[C@H](C)N.COC[C@H](C)N.COC[C@H](C)N.COC[C@H](C)N.COC[C@H](C)N.COC[C@H](C)N

Cartesian coordinates (Å):
C -1.439 -3.893 -2.131
O -2.562 -4.689 -1.898
C -3.562 -3.950 -1.218
C -4.757 -4.816 -1.030
C -5.542 -4.995 -2.319
N -5.601 -4.188 0.031
H -0.623 -4.516 -2.517
H -0.977 -3.422 -1.255
H -1.579 -3.143 -2.921
H -3.170 -3.609 -0.257
H -3.804 -3.059 -1.823
H -4.458 -5.773 -0.600
H -5.761 -4.024 -2.765
H -6.470 -5.539 -2.141
H -4.956 -5.583 -3.032
H -6.350 -4.840 0.253
H -6.122 -3.425 -0.408
C -0.501 -1.475 -6.119
O 0.337 -0.385 -6.430
C 0.095 0.829 -5.734
C -1.273 1.406 -5.965
C -1.509 1.700 -7.449
N -1.451 2.625 -5.201
H -0.331 -1.896 -5.119
H -0.204 -2.282 -6.797
H -1.552 -1.256 -6.319
H 0.231 0.647 -4.658
H 0.903 1.491 -6.040
H -2.073 0.683 -5.725
H -1.455 0.791 -8.043
H -0.836 2.488 -7.794
H -2.517 2.112 -7.578
H -2.317 3.094 -5.436
H -1.483 2.512 -4.181
C -4.027 0.101 1.908
O -3.744 0.390 3.236
C -3.000 1.588 3.370
C -2.717 1.784 4.841
C -4.028 1.949 5.602
N -1.885 2.988 5.034
H -4.543 0.933 1.403
H -4.740 -0.723 1.892
H -3.128 -0.197 1.353
H -2.035 1.496 2.863
H -3.653 2.390 3.011
H -2.224 0.895 5.268
H -4.655 2.716 5.135
H -3.880 2.263 6.640
H -4.600 1.023 5.619
H -0.895 2.786 4.968
H -2.083 3.301 5.977
C 1.120 0.812 2.845
O 1.279 1.580 4.016
C 1.422 0.786 5.180
C 1.231 1.660 6.414
C 2.521 2.424 6.666
N 0.884 0.850 7.607
H 0.106 0.437 2.688
H 1.821 -0.018 2.781
H 1.309 1.482 2.002
H 0.729 -0.067 5.143
H 2.442 0.373 5.181
H 0.367 2.314 6.322
H 3.371 1.748 6.747
H 2.359 3.026 7.563
H 2.742 3.125 5.859
H 1.674 0.269 7.887
H 0.157 0.177 7.377
C -4.952 6.773 -0.718
O -3.609 6.578 -0.309
C -2.792 6.055 -1.338
C -1.629 5.305 -0.723
C -0.495 5.081 -1.703
N -2.073 3.969 -0.188
H -4.986 7.376 -1.636
H -5.508 7.333 0.031
H -5.457 5.813 -0.873
H -3.299 5.392 -2.054
H -2.342 6.889 -1.901
H -1.292 5.886 0.144
H -0.910 4.500 -2.536
H 0.331 4.512 -1.286
H -0.151 6.014 -2.154
H -1.617 3.860 0.718
H -3.044 4.065 0.122
C 5.144 -1.710 -2.075
O 6.169 -1.558 -1.128
C 7.354 -2.202 -1.514
C 8.446 -1.812 -0.540
C 9.814 -2.172 -1.070
N 8.236 -2.545 0.739
H 5.464 -1.370 -3.072
H 4.325 -1.037 -1.816
H 4.766 -2.738 -2.132
H 7.261 -3.295 -1.450
H 7.625 -1.850 -2.517
H 8.382 -0.726 -0.372
H 9.994 -3.246 -1.065
H 10.633 -1.686 -0.535
H 9.922 -1.789 -2.092
H 7.307 -2.327 1.089
H 8.917 -2.231 1.420
C 1.481 -1.089 -2.630
O 0.283 -1.362 -1.934
C -0.785 -0.504 -2.258
C -0.524 0.969 -1.919
C -0.109 1.062 -0.452
N -1.716 1.747 -2.179
H 1.881 -0.111 -2.331
H 1.363 -1.106 -3.717
H 2.223 -1.823 -2.320
H -1.032 -0.584 -3.328
H -1.668 -0.839 -1.704
H 0.345 1.257 -2.519
H -0.067 2.094 -0.103
H 0.833 0.569 -0.198
H -0.857 0.575 0.187
H -1.787 2.597 -1.593
H -2.531 1.205 -1.896
C -0.426 -2.478 3.440
O 0.818 -2.177 2.836
C 1.262 -3.211 2.001
C 2.625 -2.827 1.483
C 3.263 -3.839 0.553
N 3.559 -2.560 2.588
H -1.223 -2.419 2.696
H -0.587 -1.779 4.255
H -0.360 -3.488 3.859
H 1.302 -4.170 2.546
H 0.556 -3.375 1.169
H 2.542 -1.866 0.961
H 4.312 -3.579 0.407
H 2.772 -3.837 -0.420
H 3.238 -4.840 0.996
H 3.969 -3.438 2.895
H 3.083 -2.159 3.388